# 1
Formula: C3H7N2O2
Source: the Open Molecules 2025 dataset
Level of theory: ωB97M-V/def2-TZVPD

HOMO-LUMO gap, eV: 6.8
Total charge: -1
Strongest force on any atom, eV/Å: 1.8
Lowest unoccupied orbital energy, eV: 3.9
Molar mass, g mol⁻¹: 103.101
SMILES string: NC(=O)CNC[O-]
ΔE to the lowest compared entry with this formula, charge and spin, kJ/mol: 170.8

```
14
Properties=species:S:1:pos:R:3:forces:R:3
C 1.7682 -0.9558 0.1783 -0.5427 0.0256 -1.1120
N 0.5359 -0.5258 -0.7509 0.1481 0.5486 0.7809
C -1.4859 0.8055 -0.2435 0.3798 1.4484 -0.1344
H -0.5683 -0.6226 1.0243 0.0491 0.1525 -0.0696
H 0.4588 -1.2347 -1.4539 0.3601 -0.4067 -0.3248
H 2.5379 -0.2176 -0.1631 0.1487 -0.1044 0.1368
H 0.0391 1.7099 0.7448 0.0673 0.1678 0.0253
O 2.0817 -2.2126 0.0852 0.0751 -0.1120 0.0385
N -0.8942 1.8734 0.4079 0.3813 -1.7478 0.2987
H -1.2101 2.7963 0.2932 -0.4033 0.9070 -0.3842
H 1.3932 -0.6202 1.1702 -0.0212 0.2802 0.3923
C -0.7310 -0.4851 -0.0589 -0.5099 -0.8004 0.5240
O -2.4916 0.9729 -0.9122 -0.2008 -0.3538 0.1098
H -1.4337 -1.2836 -0.3214 0.0684 -0.0049 -0.2814
```
Positions in Å, forces in eV/Å.

Okay, here come the Mulliken numbers, in e, for every atom: C -0.159; N -0.485; C 0.293; H 0.332; H 0.227; H 0.180; H 0.251; O -0.831; N -0.352; H 0.198; H 0.123; C -0.437; O -0.650; H 0.311

***

# 2
Formula: C3H7N2O2
Source: the Open Molecules 2025 dataset
Level of theory: ωB97M-V/def2-TZVPD

HOMO-LUMO gap (spin up / spin down), eV: 8.1 / 8.1
Total charge: +1
Strongest force on any atom, eV/Å: 3.7
Lowest unoccupied orbital energy (spin up / spin down), eV: -4.2 / -4.2
Molar mass, g mol⁻¹: 103.101
ΔE to the lowest compared entry with this formula, charge and spin, kJ/mol: 340.8

```
14
Properties=species:S:1:pos:R:3:forces:R:3
H -2.0012 2.8993 1.1286 -1.1883 1.3767 0.9719
H -0.2745 1.4390 -1.5861 -0.3738 -0.9640 2.3948
N -0.4573 0.9485 -0.6205 0.3858 1.8743 -2.9114
N -1.3171 2.8293 0.4318 -0.3098 1.3581 -1.7683
H 0.7562 -3.3842 0.6617 0.0379 -0.4039 -0.2223
O -0.0800 -0.2871 -0.5324 0.7539 -2.0889 0.1134
H -1.2313 0.7925 1.1879 -0.0611 1.5234 -0.8840
H 0.2565 -2.1965 -0.6838 -0.6180 -0.5786 0.6280
C -1.0721 1.5327 0.3378 1.0085 -2.1287 0.5985
O 2.4385 -0.8532 0.7694 0.5822 1.2952 1.0331
C 1.0721 -2.6724 -0.0887 -1.4692 -0.8268 -3.2982
H -1.4113 3.4618 -0.4251 0.1860 -1.3941 1.8163
C 1.6337 -1.5470 0.4410 1.3040 1.1302 -0.4054
H 1.6880 -2.9628 -1.0216 -0.2381 -0.1728 1.9337
```
Positions in Å, forces in eV/Å.

Okay, here come the Mulliken numbers, in e, for every atom: H 0.266; H 0.268; N -0.076; N -0.402; H 0.335; O -0.664; H 0.323; H 0.377; C 0.095; O -0.100; C -0.720; H 0.282; C 0.700; H 0.317

***

# 3
Formula: C3H7N2O2
Source: the Open Molecules 2025 dataset
Level of theory: ωB97M-V/def2-TZVPD

HOMO-LUMO gap, eV: 11.7
Total charge: +1
Strongest force on any atom, eV/Å: 4.1
Lowest unoccupied orbital energy, eV: -4.2
Molar mass, g mol⁻¹: 103.101
ΔE to the lowest compared entry with this formula, charge and spin, kJ/mol: 198.2

```
14
Properties=species:S:1:pos:R:3:forces:R:3
H -1.1733 -1.2809 1.0166 -0.5785 -0.0398 -0.1069
H -0.6625 3.0134 0.1082 0.8690 -1.2104 -0.1919
H -1.9928 1.2916 0.5371 -0.5229 -0.7309 -0.9390
C -0.6362 1.1446 -0.6890 1.3945 -0.5592 1.9216
C 0.9369 -1.7500 0.4409 2.9090 -2.9389 0.2197
H 1.6972 -1.8262 1.3508 -2.1380 -0.1287 -1.6351
N -0.3051 -1.0462 0.5851 0.6559 0.9322 -0.5297
C 0.1513 -0.0625 -0.2166 0.8623 -2.2859 1.0706
H 0.9113 -2.7132 -0.2523 -0.2759 1.5875 2.0697
O -0.1415 2.1646 0.2171 -0.8135 0.6119 -1.8496
H 2.2789 -0.1869 -0.5308 -1.5457 -1.1177 0.0909
O -1.9260 0.8658 -0.3595 -1.1431 0.8833 0.9895
N 1.3521 -0.6911 -0.4372 0.4277 3.5374 -0.9109
H -0.4903 1.0769 -1.7704 -0.1008 1.4592 -0.1991
```
Positions in Å, forces in eV/Å.

Okay, here come the Mulliken numbers, in e, for every atom: H 0.216; H 0.362; H 0.350; C 0.262; C -0.202; H 0.309; N -0.107; C 0.275; H 0.266; O -0.572; H 0.327; O -0.513; N -0.298; H 0.326

***

# 4
Formula: C3H7N2O2P
Source: the Open Molecules 2025 dataset
Level of theory: ωB97M-V/def2-TZVPD

HOMO-LUMO gap, eV: 9.4
Strongest force on any atom, eV/Å: 4.4
Lowest unoccupied orbital energy, eV: 0.2
Molar mass, g mol⁻¹: 134.075
SMILES string: CCNP(O)OC#N
ΔE to the lowest compared entry with this formula, charge and spin, kJ/mol: 110.9

```
15
Properties=species:S:1:pos:R:3:forces:R:3
O -1.7483 2.1007 -0.6016 0.6661 1.2910 -1.4827
H -2.6618 2.2195 -0.7366 -1.9073 0.3380 -0.3148
H 1.1532 -0.0578 1.6655 -1.1020 -0.4242 0.7414
H 2.6451 -1.1801 0.2149 0.3472 -0.4180 0.0169
H 2.0626 -0.4204 -1.2551 -1.1408 -1.2092 1.1647
C -2.1800 -1.6790 0.0059 0.9205 0.4487 0.2821
C 1.7175 -0.8800 -0.2559 0.8347 0.6843 -0.0031
H 1.9446 1.1718 0.7399 -0.5617 -2.4481 -0.2775
P -1.3677 1.1805 0.5805 -0.9293 -2.9312 1.5110
H 1.0269 -1.7555 -0.1960 0.4084 0.7867 -0.8504
H 0.3019 1.3915 -0.8611 -0.1219 -1.0503 1.2091
C 1.2027 0.2312 0.6428 3.2230 2.8580 -0.6918
N -1.8589 -2.7351 0.3412 -0.0370 -1.3064 0.3369
O -2.3413 -0.4965 -0.3390 -0.4325 2.2982 -0.1494
N 0.1036 0.9093 0.0546 -0.1674 1.0825 -1.4925
```
Positions in Å, forces in eV/Å.

Okay, here come the Mulliken numbers, in e, for every atom: O -0.430; H 0.340; H 0.409; H 0.314; H 0.293; C 0.549; C -0.897; H 0.279; P 0.228; H 0.269; H 0.345; C -0.546; N -0.546; O -0.614; N 0.008

***

# 5
Formula: C3H7N2O3
Source: the Open Molecules 2025 dataset
Level of theory: ωB97M-V/def2-TZVPD

HOMO-LUMO gap, eV: 8.9
Total charge: -1
Strongest force on any atom, eV/Å: 2.2
Lowest unoccupied orbital energy, eV: 4.0
Molar mass, g mol⁻¹: 119.100
ΔE to the lowest compared entry with this formula, charge and spin, kJ/mol: 97.1

```
15
Properties=species:S:1:pos:R:3:forces:R:3
O 0.8744 1.4615 -0.6871 1.0283 0.4598 1.9166
H -0.2333 -0.4066 0.4027 0.2079 -0.5320 0.6368
O 0.8043 0.6945 1.4593 -0.0896 -0.2203 -0.5843
H -1.4042 -1.1800 -2.1248 -0.5383 -0.4945 -0.7906
N 2.0190 2.5220 1.0716 0.3851 0.3493 -1.5669
H 0.2086 -0.4540 -2.0645 0.0136 0.0730 0.0340
N -0.6721 -1.0798 -0.2388 -0.4476 0.5500 -0.7088
H -1.2042 0.4770 -1.5940 -0.0845 0.4610 0.1958
C -0.7716 -0.5045 -1.6021 0.1985 -1.2921 0.8161
C -1.4088 -2.1524 0.1449 0.5871 1.7878 -0.9468
C 1.1859 1.4846 0.5480 -0.8933 0.1087 -0.4043
H -1.3405 -2.3085 1.2278 -0.0146 -0.3545 0.1399
H 1.8556 2.6748 2.0313 -0.2000 -0.0783 1.0697
H 2.0081 3.3960 0.5620 -0.0445 -0.2757 -0.2332
O -2.0976 -2.8135 -0.6240 -0.1080 -0.5421 0.4259
```
Positions in Å, forces in eV/Å.

Okay, here come the Mulliken numbers, in e, for every atom: O -0.727; H 0.263; O -0.841; H 0.413; N -0.581; H 0.224; N -0.008; H 0.256; C -0.839; C 0.039; C 0.709; H 0.329; H 0.217; H 0.204; O -0.657

***

# 6
Formula: C3H7N2O3
Source: the Open Molecules 2025 dataset
Level of theory: ωB97M-V/def2-TZVPD

HOMO-LUMO gap, eV: 9.6
Total charge: +1
Strongest force on any atom, eV/Å: 4.6
Lowest unoccupied orbital energy, eV: -4.1
Molar mass, g mol⁻¹: 119.100
ΔE to the lowest compared entry with this formula, charge and spin, kJ/mol: 238.0

```
15
Properties=species:S:1:pos:R:3:forces:R:3
O -1.6149 0.2969 -1.5657 -0.7876 0.0028 0.1509
H 2.5185 -1.3814 1.3332 -1.5877 2.4265 -1.3953
O 2.3416 -0.5243 0.7539 1.3379 -0.9420 1.1716
C 0.5237 1.0344 1.0601 -3.4291 0.2354 -0.8325
N -0.7074 1.4130 0.6975 3.2062 -1.5957 0.1220
H -2.6080 -1.4632 0.0011 1.7646 0.3292 -0.5193
H -1.0853 1.1338 -1.7010 -0.5145 -1.1408 0.2828
N 1.0232 -0.1528 0.5668 -0.6186 -0.4025 -0.6919
H 0.8793 -1.6925 -0.8583 -0.8919 1.9674 -0.1009
H 1.0719 1.5519 1.7976 0.9753 0.3225 0.7532
H 0.8689 0.0435 -1.6347 -0.0979 -0.6714 1.1655
H -1.0907 2.2620 1.1222 0.6044 -0.3983 0.0805
C 0.5315 -0.5881 -0.7531 -0.7022 -0.7439 0.4410
C -1.0592 -0.4920 -0.7090 3.8657 1.6723 -1.7587
O -1.5929 -1.4414 -0.1106 -3.1245 -1.0614 1.1310
```
Positions in Å, forces in eV/Å.

Okay, here come the Mulliken numbers, in e, for every atom: O -0.435; H 0.389; O -0.461; C -0.109; N -0.580; H 0.462; H 0.476; N 0.194; H 0.337; H 0.472; H 0.292; H 0.230; C -0.503; C 0.581; O -0.345

***

# 7
Formula: C3H7N2OS
Source: the Open Molecules 2025 dataset
Level of theory: ωB97M-V/def2-TZVPD

HOMO-LUMO gap, eV: 9.9
Total charge: +1
Strongest force on any atom, eV/Å: 1.3
Lowest unoccupied orbital energy, eV: -4.4
Molar mass, g mol⁻¹: 119.169
ΔE to the lowest compared entry with this formula, charge and spin, kJ/mol: 110.9

```
14
Properties=species:S:1:pos:R:3:forces:R:3
N 0.0096 0.4923 0.9821 -0.4447 0.9926 0.6662
H 2.4682 0.2801 -0.9495 -0.0630 0.0560 0.0187
N -1.7078 -0.2610 -0.8454 0.6051 0.0616 0.1105
H -1.7542 -1.0294 -1.5107 -0.0679 0.0818 0.0165
C 2.0494 -0.1385 -0.0332 0.2079 -0.4456 -0.2919
H 2.8830 -0.4819 0.5860 0.0035 0.1017 0.0025
O -1.1219 -1.5210 1.2323 -0.0035 -0.3651 0.3808
C -0.3357 -0.7535 0.5194 -0.2397 -0.5283 -0.8888
H 1.5910 1.7710 1.0550 0.0844 0.2001 0.0263
H -2.6100 -0.1451 -0.3944 -0.0291 0.0185 -0.0406
H -1.4625 0.5974 -1.3319 -0.0763 -0.0629 -0.0479
H -1.6337 -1.0211 1.8903 0.1503 0.1237 -0.0443
C 1.2051 0.8238 0.7112 -0.1119 -0.3442 -0.0048
S 0.9615 -1.5564 -0.3711 -0.0152 0.1099 0.0968
```
Positions in Å, forces in eV/Å.

Okay, here come the Mulliken numbers, in e, for every atom: N -0.488; H 0.366; N -0.609; H 0.333; C -0.456; H 0.347; O -0.406; C 0.680; H 0.423; H 0.306; H 0.314; H 0.396; C -0.156; S -0.052

***

# 8
Formula: C3H7N2S
Source: the Open Molecules 2025 dataset
Level of theory: ωB97M-V/def2-TZVPD

HOMO-LUMO gap, eV: 10.2
Total charge: +1
Strongest force on any atom, eV/Å: 6.0
Lowest unoccupied orbital energy, eV: -4.3
Molar mass, g mol⁻¹: 103.170
ΔE to the lowest compared entry with this formula, charge and spin, kJ/mol: 511.7

```
13
Properties=species:S:1:pos:R:3:forces:R:3
S -2.6730 -0.7358 0.6942 -0.0851 0.6126 -1.6653
H -0.2913 0.3117 2.9486 1.3312 -0.4659 -0.8277
H 0.8541 0.6398 1.3860 -0.1250 -0.0993 1.7909
H 0.0261 1.5457 -1.5187 0.1806 -0.4519 -0.4286
H 0.9325 -0.9570 2.1404 0.6344 -1.6021 0.7131
C 0.4157 -0.0557 2.1537 -3.8569 1.7593 -4.2914
N -0.9648 -0.0287 -0.6441 -0.5152 -1.2679 3.2531
H 0.9490 0.1583 -0.9189 1.0290 0.1307 0.1982
C 0.0973 0.4457 -1.4924 -0.1636 2.1311 3.2440
C -1.0204 -0.3970 0.6655 3.2786 1.3686 0.8204
N -2.2574 -0.3184 -0.9868 -0.4541 -1.3230 0.0469
H 0.1891 -0.0094 -2.3920 -0.3378 -1.3961 -2.8479
H -2.6784 0.3633 -1.5850 -0.9161 0.6038 -0.0055
```
Positions in Å, forces in eV/Å.

Okay, here come the Mulliken numbers, in e, for every atom: S 0.117; H 0.354; H 0.233; H 0.345; H 0.354; C -0.540; N 0.298; H 0.315; C -0.815; C 0.073; N -0.381; H 0.363; H 0.285

***

# 9
Formula: C3H7N2S
Source: the Open Molecules 2025 dataset
Level of theory: ωB97M-V/def2-TZVPD

HOMO-LUMO gap, eV: 9.7
Total charge: +1
Strongest force on any atom, eV/Å: 4.0
Lowest unoccupied orbital energy, eV: -4.0
Molar mass, g mol⁻¹: 103.170
SMILES string: S[C@@H]1C[NH+]=CN1
ΔE to the lowest compared entry with this formula, charge and spin, kJ/mol: 124.0

```
13
Properties=species:S:1:pos:R:3:forces:R:3
H -2.0546 0.9767 0.9317 -0.7871 -1.6245 0.4551
H 0.8579 -0.0151 -1.6386 -0.0686 0.2942 0.1790
C -1.1810 -1.0350 0.4255 -0.6984 0.4615 1.2590
H -0.6301 1.7158 -0.9262 1.0467 -0.9598 2.3505
H 2.7910 0.9096 -0.2069 0.1234 -0.4144 0.2037
H 0.2334 1.5655 0.8117 0.6986 1.1724 0.4363
H -1.8725 -1.7498 0.9539 0.9666 0.4261 -1.1067
N -0.0748 -1.3116 -0.2806 -1.2745 3.0458 0.7038
C -0.1874 1.0794 -0.0223 -3.2888 -1.0090 -2.0439
C 0.6581 -0.0365 -0.5669 1.8035 -1.5373 0.3312
S 2.3482 -0.2627 0.3145 -1.2214 0.8817 -0.8519
H 0.4978 -2.1078 -0.4235 -0.3884 -1.4383 0.2686
N -1.3862 0.2715 0.6277 3.0885 0.7017 -2.1848
```
Positions in Å, forces in eV/Å.

Okay, here come the Mulliken numbers, in e, for every atom: H 0.281; H 0.393; C -0.075; H 0.309; H 0.186; H 0.356; H 0.380; N -0.196; C -0.312; C -0.238; S -0.181; H 0.268; N -0.170

***

- ΔE to the lowest compared entry with this formula, charge and spin of number 2 (C3H7N2O2)?
  340.8 kJ/mol

***

- The highest strongest force on any atom belongs to which entry?
  number 8

***

Repeat the fifth record exactly.
Formula: C3H7N2O3
Source: the Open Molecules 2025 dataset
Level of theory: ωB97M-V/def2-TZVPD

HOMO-LUMO gap, eV: 8.9
Total charge: -1
Strongest force on any atom, eV/Å: 2.2
Lowest unoccupied orbital energy, eV: 4.0
Molar mass, g mol⁻¹: 119.100
ΔE to the lowest compared entry with this formula, charge and spin, kJ/mol: 97.1

```
15
Properties=species:S:1:pos:R:3:forces:R:3
O 0.8744 1.4615 -0.6871 1.0283 0.4598 1.9166
H -0.2333 -0.4066 0.4027 0.2079 -0.5320 0.6368
O 0.8043 0.6945 1.4593 -0.0896 -0.2203 -0.5843
H -1.4042 -1.1800 -2.1248 -0.5383 -0.4945 -0.7906
N 2.0190 2.5220 1.0716 0.3851 0.3493 -1.5669
H 0.2086 -0.4540 -2.0645 0.0136 0.0730 0.0340
N -0.6721 -1.0798 -0.2388 -0.4476 0.5500 -0.7088
H -1.2042 0.4770 -1.5940 -0.0845 0.4610 0.1958
C -0.7716 -0.5045 -1.6021 0.1985 -1.2921 0.8161
C -1.4088 -2.1524 0.1449 0.5871 1.7878 -0.9468
C 1.1859 1.4846 0.5480 -0.8933 0.1087 -0.4043
H -1.3405 -2.3085 1.2278 -0.0146 -0.3545 0.1399
H 1.8556 2.6748 2.0313 -0.2000 -0.0783 1.0697
H 2.0081 3.3960 0.5620 -0.0445 -0.2757 -0.2332
O -2.0976 -2.8135 -0.6240 -0.1080 -0.5421 0.4259
```
Positions in Å, forces in eV/Å.

Okay, here come the Mulliken numbers, in e, for every atom: O -0.727; H 0.263; O -0.841; H 0.413; N -0.581; H 0.224; N -0.008; H 0.256; C -0.839; C 0.039; C 0.709; H 0.329; H 0.217; H 0.204; O -0.657

***

- Which of these has the highest molar mass?
  C3H7N2O2P